Record 1
C51H116HgN15O15 | ωB97M-V/def2-TZVPD

Geometry as XYZ:
```
198
Properties=species:S:1:pos:R:3
C 2.868 -4.158 3.399
H 6.350 -2.484 -6.918
C 5.414 -1.986 -7.145
N 3.417 6.234 -0.178
H -1.570 -2.174 -5.165
H -1.914 2.762 -1.699
H -3.421 0.636 -4.930
O 2.510 -1.061 5.018
C 2.145 2.603 3.612
H -6.471 -5.798 4.657
H -1.866 0.762 -0.886
N 2.898 3.544 4.203
O 2.513 3.612 -3.834
C 1.741 3.218 -4.680
H 5.085 0.938 -4.527
H 2.786 -1.765 -0.445
O 3.756 -2.009 -4.952
N 0.456 -1.182 5.909
H 1.400 1.920 -0.088
H 0.142 -4.042 4.133
H -4.920 -6.550 4.405
C 1.724 -1.553 5.814
C -2.922 3.174 -1.832
H 3.727 4.194 0.220
C -1.160 0.115 -1.418
H 6.595 -2.930 0.481
H 4.165 3.487 -5.816
C -4.592 -2.771 2.067
C 1.276 -0.292 -1.717
H -4.562 -2.508 1.014
H 4.163 2.178 5.150
O 1.445 -0.306 1.165
H 0.671 -2.916 -0.719
N -2.800 4.640 -1.858
H 0.487 5.104 -1.357
H -3.555 -2.751 2.406
H 1.390 2.719 -6.621
C 5.706 -3.290 -0.024
H -3.048 1.163 2.493
N 1.927 -5.053 3.718
N 5.228 -0.883 -6.220
H -5.874 -0.505 -3.890
H -2.441 -0.947 0.571
H 2.270 -0.075 -1.343
C -2.161 3.557 3.806
H -3.804 -5.018 -3.194
O -4.063 -2.432 -4.469
C -5.493 0.423 0.469
H 2.426 -3.180 -2.139
H 1.187 0.167 -2.708
C 2.160 -2.656 6.735
H -1.059 0.444 -2.459
C -2.242 -1.524 -5.711
C 6.302 2.665 2.241
H 6.318 2.757 0.116
C 3.465 -3.183 -1.826
H -5.158 -2.020 2.621
H -8.147 3.434 -0.038
O -3.758 -8.536 -1.342
H -3.345 5.188 4.505
N -7.677 1.461 0.421
C 1.405 4.976 -0.801
C 4.327 1.502 -0.780
H 1.510 3.413 1.734
H -2.311 1.700 1.047
N -2.294 3.137 2.541
H -1.250 7.224 -0.536
H 3.626 5.248 1.689
C 4.821 1.541 0.638
N 0.202 -0.390 0.542
C -5.037 0.161 -3.672
C -5.668 -5.912 3.925
H 5.806 -0.075 -6.326
H -9.355 2.546 0.928
H 3.491 3.433 6.207
H -3.197 2.817 -2.823
H 1.149 4.689 0.225
O -1.990 4.840 0.259
C -4.732 -5.610 -3.230
C -6.437 1.439 -0.130
C 0.418 1.740 -0.527
C -1.715 -1.295 -1.371
O -6.130 2.180 -1.058
N 2.102 2.962 -5.962
H -6.012 -6.430 3.035
H -2.407 -5.833 -1.331
H 5.917 -3.274 -1.098
H 5.052 1.873 -1.501
H 5.461 -4.318 0.235
C 0.297 2.947 -4.391
H 0.317 -4.638 2.421
H -2.229 -2.694 0.139
H 7.250 3.195 2.152
C 2.151 6.285 -0.689
H -5.106 -5.494 -4.238
H 0.228 2.154 -3.640
H -0.198 -3.829 0.409
C -3.262 -6.247 -0.800
H 0.249 -1.907 2.798
H -6.017 -0.238 1.158
H -5.431 1.152 -3.878
N 3.615 -2.309 -0.685
H 1.313 -2.985 0.898
H -4.729 0.043 -2.636
H -1.312 1.251 2.469
H -1.049 -2.019 -1.856
H -2.308 3.818 1.791
O 2.371 1.390 3.717
C 4.425 -1.013 -5.143
C 0.374 -2.903 0.342
N -4.492 -6.954 -2.784
H -4.708 0.932 1.033
C -1.803 -1.702 0.093
H 0.428 2.230 -1.509
O 2.597 -3.011 3.072
C 4.553 -2.380 0.234
H 2.017 4.197 -1.253
H -0.071 -1.648 6.626
C 4.321 0.207 -4.257
O -5.704 -4.746 1.347
H 4.052 -2.876 -2.691
C -0.412 -1.666 0.750
H 1.351 -3.357 6.967
C -0.689 -1.788 2.238
H 4.667 -4.832 4.468
C 3.886 3.223 5.212
H 0.440 2.209 2.452
H -0.351 0.757 5.803
H -1.993 7.051 -2.157
H -7.992 0.730 1.027
H -1.180 -0.897 2.618
H 2.638 4.503 4.076
C -0.174 -0.114 5.176
H 4.291 -5.647 3.003
C 0.219 0.246 -0.759
O -1.961 2.754 4.714
C -2.348 4.997 4.109
H -5.365 -5.017 -2.554
H 3.483 3.579 -7.397
H 2.235 -5.972 3.975
O 4.175 1.014 1.538
H 3.391 2.051 -0.787
H 3.757 1.988 -6.724
C -3.859 -7.352 -1.645
H -2.709 -1.361 -1.813
H -9.182 2.244 -0.826
C 0.487 -4.833 3.476
H -2.872 -6.708 0.104
H 4.523 -2.596 -7.119
H 2.478 -2.285 7.709
C -2.317 5.361 -0.824
C 3.942 5.174 0.645
H 5.035 5.225 0.623
O 4.405 -1.769 1.293
H 4.458 -0.090 -3.218
Hg 3.076 -0.605 2.815
H 5.601 3.320 2.762
H 3.350 0.697 -4.321
C -5.218 -4.130 2.255
O 1.661 7.335 -1.073
H -2.327 5.629 3.207
H -0.368 2.128 0.111
H -1.084 -0.449 4.690
H -3.006 7.370 -0.838
H -4.022 -5.502 -0.602
H -4.997 -0.192 -0.280
H 4.936 -4.007 2.890
H -2.512 -1.948 -6.675
N -3.910 -0.154 -4.559
H -0.271 2.629 -5.262
C 3.448 3.004 -6.467
H 2.945 -3.224 6.246
H -2.971 5.103 -2.729
H 3.719 -4.215 -1.574
H -4.916 -7.709 -3.298
H 0.476 0.201 4.361
H 6.471 1.772 2.843
H -4.865 -4.006 4.267
C -2.087 6.824 -1.090
C -8.658 2.485 0.099
H -1.241 -2.704 2.489
H 4.782 3.826 5.062
H 1.190 -1.371 -1.845
N 5.904 2.282 0.896
H 4.177 0.449 -1.014
H -0.145 3.813 -3.897
C 4.282 -4.650 3.466
H 0.519 3.914 3.084
H -0.014 -5.779 3.671
N -5.140 -4.621 3.522
H -1.565 5.387 4.752
H -1.803 -0.540 -5.897
H 5.457 -1.565 -8.151
C -3.511 -1.410 -4.875
H -3.619 2.820 -1.081
C 1.063 3.067 2.668
C -2.205 1.772 2.128
H 3.956 7.081 -0.219
```

Output
HOMO energy = -7.90 eV
Total charge = +1
E = -112006.9667 eV
Relative energy (zero: lowest compared OMol25 entry of this formula, charge and spin) = 0.000 eV
Max |F| = 0.0421 hartree/bohr


Record 2
C51H119N9O11 | ωB97M-V/def2-TZVPD

Geometry as XYZ:
```
190
Properties=species:S:1:pos:R:3
C 17.846 17.353 13.234
H 16.921 23.167 8.647
H 15.966 11.804 12.778
H 18.767 12.294 10.272
H 21.013 15.898 7.976
H 16.739 13.556 15.201
O 19.326 13.534 13.910
C 20.979 20.427 12.206
N 18.394 12.515 13.716
H 11.228 14.556 14.265
N 11.879 16.268 12.559
C 16.386 22.365 9.124
C 22.253 15.671 12.157
H 25.559 18.648 13.445
C 19.731 17.954 19.094
H 20.335 17.954 9.375
H 13.187 17.943 9.913
H 14.404 24.268 9.364
H 25.954 16.769 11.788
H 16.961 20.505 11.107
C 20.801 21.719 18.689
H 15.446 18.800 15.767
H 20.240 21.104 11.777
H 12.900 13.681 14.467
C 20.752 20.307 19.290
H 13.655 22.683 8.898
H 19.532 17.205 18.335
H 16.782 10.734 14.997
H 20.835 16.652 10.963
C 20.607 18.485 8.469
C 18.753 21.156 17.207
H 20.470 17.588 19.883
H 18.687 22.143 19.077
O 21.908 17.411 13.822
H 18.042 9.516 14.898
H 21.992 18.206 17.681
O 16.749 17.030 13.666
O 20.774 19.164 11.514
H 17.374 21.268 13.410
C 19.366 22.157 18.188
H 19.472 10.704 16.267
H 20.048 12.608 11.423
C 12.443 14.625 10.387
H 19.001 13.953 14.729
H 23.134 14.299 13.828
N 18.097 17.625 11.924
H 14.450 16.208 13.419
H 16.927 22.521 16.977
N 15.787 23.486 11.331
H 20.537 10.083 14.774
H 18.940 20.779 14.999
C 12.720 15.072 12.827
H 19.502 23.151 17.811
O 20.599 15.089 8.252
H 12.888 13.118 11.883
H 17.241 21.801 9.447
H 16.672 21.004 16.365
C 24.549 15.408 11.106
H 12.948 17.617 13.482
C 18.033 12.488 12.312
H 23.933 18.850 14.119
H 19.384 10.989 11.163
H 16.654 11.238 11.209
N 16.212 14.187 15.812
C 20.088 10.628 13.931
N 16.354 16.058 16.994
H 18.750 18.797 16.000
C 17.254 21.487 17.146
C 21.229 18.859 17.276
C 18.838 11.341 14.429
H 20.461 21.125 15.742
O 14.840 18.918 13.751
H 16.845 16.872 17.295
C 16.130 20.717 11.739
H 20.095 20.350 20.185
C 14.286 15.254 12.927
H 19.823 17.502 13.647
O 12.018 17.310 13.554
H 15.250 14.361 15.592
C 11.554 15.813 10.215
C 19.124 11.637 15.907
H 21.307 22.391 19.440
H 12.512 15.302 15.023
H 24.174 19.295 12.401
H 13.450 18.456 11.573
H 16.398 9.438 12.838
H 10.536 15.505 10.399
H 19.374 22.418 15.491
C 20.854 15.885 11.680
H 25.565 16.564 14.366
H 16.940 13.583 10.880
H 15.457 15.855 17.414
H 18.947 18.156 11.851
H 21.992 13.509 12.774
N 22.707 17.036 12.611
H 22.833 14.237 10.661
H 21.764 19.732 16.829
C 14.689 19.316 15.115
H 14.108 16.947 10.966
H 18.796 18.236 19.604
H 20.756 18.497 16.410
H 25.125 15.145 10.197
H 21.478 18.515 11.674
C 17.463 13.831 11.832
N 18.918 19.783 17.745
H 16.698 24.626 10.113
H 13.744 19.041 15.584
H 14.119 21.490 11.581
C 10.832 18.034 11.247
H 20.546 14.979 11.146
C 18.265 23.206 11.856
C 16.862 11.456 12.251
C 19.161 15.046 8.193
C 17.614 10.361 14.384
N 18.932 17.507 14.051
H 18.958 22.787 12.592
H 15.448 18.176 13.785
H 19.825 10.001 13.045
C 16.996 15.185 16.191
C 19.113 12.031 11.288
H 18.808 14.201 8.782
H 20.780 11.443 13.642
C 13.250 17.555 10.918
H 21.336 18.101 6.743
H 18.219 14.603 11.736
H 22.215 16.856 14.550
H 18.505 24.261 11.774
H 13.446 14.855 10.109
H 18.223 11.917 16.520
H 16.838 14.238 12.665
H 20.198 16.052 12.513
H 18.855 16.874 14.849
H 15.572 21.691 13.435
H 10.027 17.729 11.894
H 21.986 20.849 12.094
C 19.409 21.358 15.819
H 17.010 24.956 13.149
C 11.927 16.916 11.283
H 18.651 15.912 8.657
C 16.518 21.692 12.859
H 23.904 16.522 14.874
H 22.664 15.838 10.009
H 20.707 20.323 13.258
H 24.535 15.249 13.717
O 16.059 24.742 10.865
C 12.300 14.000 11.782
H 16.785 21.029 18.034
C 24.492 18.606 13.216
H 19.885 12.384 16.083
H 15.886 21.816 8.310
O 18.269 18.886 16.906
H 21.431 21.771 17.776
H 17.420 23.751 14.400
C 24.888 16.791 11.563
C 14.916 21.248 10.889
H 15.678 19.858 12.203
H 12.153 13.824 9.656
H 15.734 24.074 13.930
C 24.558 16.304 14.053
H 14.819 20.377 15.259
H 24.737 17.602 10.863
H 18.790 14.876 7.190
C 16.813 23.110 12.330
H 13.472 23.373 10.516
C 16.752 24.027 13.581
O 20.783 17.635 7.335
H 11.668 16.235 9.204
C 24.160 17.161 12.860
H 18.072 9.665 12.461
H 17.388 17.812 11.222
H 24.958 14.617 11.802
H 10.442 18.287 10.276
C 12.302 14.594 14.216
C 22.240 14.481 13.258
H 14.743 15.344 11.914
C 20.163 19.187 18.291
C 17.216 10.118 12.995
H 19.802 19.260 8.262
H 21.541 18.943 8.818
H 21.429 14.721 13.943
H 14.833 14.428 13.385
O 18.154 15.207 15.831
H 18.436 22.710 10.923
C 14.122 23.272 9.676
H 11.329 18.906 11.688
H 21.719 19.831 19.560
C 23.059 15.284 10.897
H 11.261 13.760 11.979
H 14.556 20.496 10.195
C 15.398 22.597 10.245
```

Output
HOMO energy = -8.32 eV
E = -90744.4418 eV
Relative energy (zero: lowest compared OMol25 entry of this formula, charge and spin) = 0.000 eV
SMILES string = CC1(C)CCCC(C)(C)N1O.CC1(C)CCCC(C)(C)N1O.CC1(C)CCCC(C)(C)N1O.CC1(C)CCCC(C)(C)N1O.CC1(C)CCCC(C)(C)N1O.NC(N)=O.NC(N)=O.CO.CO.CO.CO
Max |F| = 0.0637 hartree/bohr


Q: Among the records above, which one has the highest HOMO energy?
A: C51H116HgN15O15